Below is an isolated ion of composition C3H9N2O and charge +1, with properties calculated with wB97M-V/def2-TZVPD.

Structure (XYZ):
```
15
Properties=species:S:1:pos:R:3:nbo_charge:R:1
C -0.493 0.238 1.863 -0.6443
C 0.107 -0.125 0.501 0.3777
N 1.432 0.339 0.110 -0.8403
O -0.249 -1.432 -0.004 -0.4445
C -0.832 -0.353 -0.640 0.1485
N -0.235 -0.051 -1.935 -0.7413
H 0.391 0.091 2.654 0.2396
H -1.341 -0.432 2.028 0.2606
H -0.689 1.290 1.846 0.2383
H 1.675 1.027 0.751 0.4020
H 2.069 -0.428 0.159 0.4096
H -2.012 -0.334 -0.723 0.2327
H -0.171 -0.863 -2.625 0.4591
H -0.510 0.761 -2.362 0.4325
H 0.859 0.273 -1.622 0.4698
```

## Properties
E_LUMO (eV): -3.35
Energy relative to the best compared isomer or geometry (same formula, charge and spin) (kJ/mol): 260.87
Orbital gap (eV): 11.8539
Total charge: +1